## one
Here is a single C5H7NO2 molecule from the OMol25 dataset. Energies are from ωB97M-V with the def2-TZVPD basis set.

Values from the calculation:
Spin multiplicity: 1
Gap between HOMO and LUMO (spin up / spin down) in eV: 8.155 / 7.744
Molar mass in g/mol: 113.1

Element x y z (Å)
C 1.901 0.147 0.050
C -0.926 1.655 0.409
C -1.394 -0.746 -0.295
C -0.736 0.634 -0.653
C 0.590 -0.135 -0.242
N -0.102 -1.241 0.244
O 2.373 1.271 0.057
O 2.648 -1.000 0.201
H -0.328 2.580 0.347
H -1.285 1.343 1.338
H -2.269 -0.528 0.448
H -1.756 -1.421 -1.225
H -0.938 0.864 -1.745
H -0.152 -1.582 1.179
H 2.374 -1.843 -0.113

***

## two
Here is C5H7NO2 as an isolated structure from the OMol25 dataset. Energies are from ωB97M-V with the def2-TZVPD basis set.

Values from the calculation:
Spin multiplicity: 1
Gap between HOMO and LUMO in eV: 9.626
Molar mass in g/mol: 113.1

Element x y z (Å)
C 1.613 -0.848 -0.848
N 0.514 -0.248 -0.143
C 0.449 0.162 1.010
C -1.028 0.182 -1.313
C -1.986 0.217 -0.063
C 0.460 0.721 2.181
O -0.772 1.191 -1.941
O -2.611 -0.730 0.327
H -1.049 -0.824 -1.767
H -2.131 1.243 0.329
H 1.310 -1.843 -1.177
H 1.818 -0.237 -1.727
H 2.507 -0.919 -0.226
H 0.070 0.211 3.044
H 0.835 1.722 2.314

***

## three
Here is a single C5H7NO2 molecule from the OMol25 dataset. Energies are from ωB97M-V with the def2-TZVPD basis set.

Values from the calculation:
Spin multiplicity: 1
Gap between HOMO and LUMO in eV: 10.123
Molar mass in g/mol: 113.1
SMILES: N[C@@H]1[C@H]2O[C@@H]3[C@H](O2)[C@H]13

Element x y z (Å)
N -2.065 -0.221 0.062
C -0.760 -0.236 -0.594
C 0.172 -1.245 0.095
O 1.395 -1.125 -0.605
C 1.572 0.270 -0.397
C 0.917 0.577 0.930
O 0.408 -0.654 1.356
C 0.203 0.928 -0.379
H -1.935 0.002 1.055
H -2.608 0.531 -0.304
H -0.824 -0.440 -1.654
H -0.190 -2.279 0.196
H 2.503 0.693 -0.793
H 1.222 1.244 1.734
H -0.011 1.954 -0.703

***

## four
Here is C5H7NO2 as an isolated structure from the OMol25 dataset. Energies are from ωB97M-V with the def2-TZVPD basis set.

Values from the calculation:
Spin multiplicity: 1
Gap between HOMO and LUMO in eV: 10.553
Molar mass in g/mol: 113.1

Element x y z (Å)
C -2.575 -0.793 0.086
C -1.178 -0.219 -0.150
C 0.912 0.618 0.273
C 2.257 -0.200 0.122
C 0.364 -0.384 -0.496
H -2.709 -1.275 1.246
H -2.761 -1.651 -0.652
H -3.508 -0.345 0.056
H 0.647 0.587 1.437
H 3.097 -0.303 -0.829
H 2.867 -0.541 1.049
H 0.525 -0.062 -1.504
N -1.154 1.047 0.142
O 0.121 1.612 -0.170
O 1.283 -1.346 0.069

***

How do the energies compare? Relative to the most stable structure, in kJ/mol: one 262.2; two 154.6; three 0.0; four 623.4.

***

## one
Here is an isolated ion of composition C4H9OS and charge -1 from the OMol25 dataset. Energies are from ωB97M-V with the def2-TZVPD basis set.

Values from the calculation:
Spin multiplicity: 1
Gap between HOMO and LUMO in eV: 5.467
Molar mass in g/mol: 105.2
SMILES: [O-]CCCCS
Charge: -1

Element x y z (Å)
O -1.895 1.135 -2.128
C -1.304 0.527 -1.121
C 0.188 0.961 -0.907
C 0.925 0.447 0.339
C 0.203 -0.673 1.101
S 1.334 -2.060 1.527
H -1.753 0.634 -0.087
H -1.244 -0.596 -1.249
H 0.217 2.048 -0.894
H 0.724 0.743 -1.825
H 1.049 1.247 1.055
H 1.926 0.068 0.122
H -0.218 -0.317 2.031
H -0.546 -1.160 0.493
H 0.393 -3.004 1.541

***

## two
Here is an isolated ion of composition C4H9OS and charge -1 from the OMol25 dataset. Energies are from ωB97M-V with the def2-TZVPD basis set.

Values from the calculation:
Spin multiplicity: 1
Gap between HOMO and LUMO in eV: 5.047
Molar mass in g/mol: 105.2
SMILES: [O-]CCCCS
Charge: -1

Element x y z (Å)
O 3.253 -0.051 -0.300
C 2.152 0.641 -0.527
C 0.844 -0.161 -0.013
C -0.513 0.444 -0.261
C -1.558 -0.631 0.355
S -3.100 0.153 0.915
H 2.011 0.924 -1.608
H 2.204 1.547 0.140
H 1.279 -1.087 -0.481
H 1.121 -0.455 1.014
H -0.450 1.428 0.141
H -0.712 0.852 -1.260
H -1.099 -1.398 0.970
H -1.786 -1.303 -0.507
H -3.646 -0.903 1.421

***

## three
Here is a 2-piece molecular cluster, C4H9OS overall from the OMol25 dataset. Energies are from ωB97M-V with the def2-TZVPD basis set.

Values from the calculation:
Spin multiplicity: 1
Gap between HOMO and LUMO in eV: 6.549
Molar mass in g/mol: 105.2
Charge: -1

Element x y z (Å)
O -0.686 1.583 2.908
C -0.216 0.761 2.157
C 0.930 1.080 1.219
C 0.381 1.669 -0.099
H -0.613 -0.263 2.079
H 1.406 0.134 0.952
H 1.643 1.776 1.657
H 0.043 0.853 -0.742
H 1.223 2.143 -0.614
H -0.422 2.394 0.025
C -0.771 -2.483 -2.020
S -0.201 -1.655 -0.494
H -0.049 -3.260 -2.270
H -1.758 -2.948 -1.907
H -0.910 -1.783 -2.851

***

How do the energies compare? Relative to the most stable structure, in kJ/mol: one 116.0; two 218.6; three 0.0.

***

## one
Here is a single C2H3N3OS molecule from the OMol25 dataset. Energies are from ωB97M-V with the def2-TZVPD basis set.

Values from the calculation:
Spin multiplicity: 1
Gap between HOMO and LUMO in eV: 8.729
Molar mass in g/mol: 117.1
SMILES: Oc1nc(=S)[nH][nH]1

Element x y z (Å)
O -2.048 -0.850 -0.054
C -0.786 -0.467 -0.079
N 0.279 -1.167 0.012
C 1.335 -0.213 0.072
S 2.944 -0.555 -0.034
N 0.787 1.054 0.057
N -0.588 0.887 -0.098
H -2.015 -1.794 0.076
H 1.233 1.719 -0.598
H -1.140 1.386 0.646

***

## two
Here is a single C2H3N3OS molecule from the OMol25 dataset. Energies are from ωB97M-V with the def2-TZVPD basis set.

Values from the calculation:
Spin multiplicity: 1
Gap between HOMO and LUMO in eV: 8.985
Molar mass in g/mol: 117.1

Element x y z (Å)
C -0.096 -0.188 -0.021
C 1.084 0.582 0.271
N 0.002 -1.431 -0.230
N 2.243 0.016 0.301
N 2.766 -1.151 0.142
O 4.607 0.429 -0.883
S 4.004 0.013 0.356
H -1.027 0.396 -0.030
H 1.037 1.641 0.469
H -0.869 -1.913 -0.430

***

How do the energies compare? Relative to the most stable structure, in kJ/mol: one 0.0; two 330.1.

***

## one
Here is a 2-piece molecular cluster, C4H8N2P overall from the OMol25 dataset. Energies are from ωB97M-V with the def2-TZVPD basis set.

Values from the calculation:
Spin multiplicity: 1
Gap between HOMO and LUMO (spin up / spin down) in eV: 6.592 / 6.634
Molar mass in g/mol: 115.1
Charge: +1

Element x y z (Å)
C 1.244 -1.582 0.846
C 2.223 -0.722 0.312
C -0.050 -1.025 0.931
C 1.715 0.461 -0.251
N 2.263 1.563 -0.645
N -2.760 0.430 -0.188
P -0.284 0.507 0.208
H 1.500 -2.540 1.227
H 3.347 -0.938 0.266
H -0.869 -1.437 1.513
H 3.285 1.587 -0.677
H 1.795 2.387 -0.830
H -3.238 -0.127 0.473
H -3.052 0.071 -1.089
H -3.206 1.315 -0.191

***

## two
Here is C4H8N2P as an isolated structure from the OMol25 dataset. Energies are from ωB97M-V with the def2-TZVPD basis set.

Values from the calculation:
Spin multiplicity: 1
Gap between HOMO and LUMO in eV: 9.069
Molar mass in g/mol: 115.1
Charge: +1

Element x y z (Å)
C -1.433 1.248 0.172
C -0.091 1.484 -0.389
C -1.521 0.134 0.894
C 0.577 0.344 -0.656
N -1.037 -2.352 1.297
N 2.014 0.641 -0.920
P -0.175 -0.991 1.125
H -2.282 1.998 0.100
H 0.128 2.497 -0.814
H -2.485 -0.188 1.324
H -1.876 -2.487 0.792
H -0.714 -3.186 1.810
H 2.466 0.082 -1.708
H 2.525 0.525 0.066
H 1.858 1.696 -1.184

***

How do the energies compare? Relative to the most stable structure, in kJ/mol: one 0.0; two 70.5.

***

## one
Here is a 2-piece molecular cluster, C5H15N2S overall from the OMol25 dataset. Energies are from ωB97M-V with the def2-TZVPD basis set.

Values from the calculation:
Spin multiplicity: 1
Gap between HOMO and LUMO in eV: 9.352
Molar mass in g/mol: 135.3
Charge: +1

Element x y z (Å)
C 0.136 -0.981 -1.593
C -0.404 -1.443 2.115
C 1.441 1.855 0.681
C -2.410 0.908 -1.516
C -0.589 -0.793 -0.302
N 0.009 -1.420 0.717
N 1.986 0.505 0.296
S -1.935 0.142 0.055
H -0.519 -1.508 -2.379
H 1.005 -1.588 -1.417
H 0.389 -0.038 -2.099
H 0.325 -0.875 2.622
H -1.482 -1.027 2.201
H -0.501 -2.346 2.624
H 0.408 2.133 0.209
H 1.159 1.922 1.761
H 2.190 2.603 0.551
H -1.907 0.383 -2.340
H -1.966 1.915 -1.726
H -3.518 0.836 -1.535
H 0.871 -1.925 0.514
H 2.621 0.125 1.094
H 2.691 0.617 -0.533

***

## two
Here is C5H15N2S as an isolated structure from the OMol25 dataset. Energies are from ωB97M-V with the def2-TZVPD basis set.

Values from the calculation:
Spin multiplicity: 1
Gap between HOMO and LUMO in eV: 5.135
Molar mass in g/mol: 135.3
Charge: +1

Element x y z (Å)
C 1.852 -1.397 0.065
N -0.569 0.511 1.690
C -1.920 0.162 1.389
C -2.373 0.631 -0.013
S -1.537 -0.543 -1.167
C 2.182 0.101 0.213
N 1.096 0.980 -0.039
C 3.242 0.533 -0.882
H 2.745 -1.994 0.248
H 1.513 -1.558 -0.962
H 1.075 -1.773 0.734
H -2.091 -0.920 1.428
H -2.575 0.625 2.142
H -3.428 0.486 -0.224
H -2.080 1.647 -0.260
H -2.311 -0.341 -2.249
H 2.576 0.239 1.221
H -0.216 -0.219 2.312
H 0.680 0.687 -0.939
H 0.164 0.666 0.827
H 2.808 0.280 -1.849
H 4.177 0.008 -0.715
H 3.333 1.613 -0.795

***

How do the energies compare? Relative to the most stable structure, in kJ/mol: one 0.0; two 363.8.

***

## one
Here is a 2-piece molecular cluster, C2H10NOS overall from the OMol25 dataset. Energies are from ωB97M-V with the def2-TZVPD basis set.

Values from the calculation:
Spin multiplicity: 1
Gap between HOMO and LUMO in eV: 9.574
Molar mass in g/mol: 96.2
Charge: +1

Element x y z (Å)
C -1.119 0.162 0.916
C -1.245 -1.112 0.202
S 0.006 -1.774 -0.896
N -0.593 1.059 -0.126
H -0.563 0.043 1.944
H -2.073 0.448 1.243
H -2.302 -1.360 -0.179
H -1.383 -1.924 1.022
H 1.123 -1.228 -0.387
H 0.431 0.917 -0.416
H -0.539 2.153 0.122
H -0.990 0.866 -1.072
H 3.029 0.590 -1.679
H 3.459 0.539 -0.049
O 2.759 0.621 -0.645

***

## two
Here is a 2-piece molecular cluster, C2H10NOS overall from the OMol25 dataset. Energies are from ωB97M-V with the def2-TZVPD basis set.

Values from the calculation:
Spin multiplicity: 1
Gap between HOMO and LUMO in eV: 9.292
Molar mass in g/mol: 96.2
Charge: +1

Element x y z (Å)
C 0.682 -0.025 -0.408
C -0.572 -0.768 0.129
S -0.303 -2.549 0.092
N 0.369 1.344 -0.895
H 0.907 -0.650 -1.272
H 1.507 -0.106 0.290
H -1.475 -0.411 -0.369
H -0.814 -0.537 1.172
H 0.943 -2.523 0.607
H 1.243 1.780 -1.195
H 0.088 1.974 -0.120
H -0.340 1.372 -1.613
H -0.800 4.093 0.735
H 0.390 3.887 1.584
O -0.074 3.470 0.864

***

How do the energies compare? Relative to the most stable structure, in kJ/mol: one 138.8; two 0.0.